# 1
# C33H44As2FFeN3O8

A structure of composition C33H44As2FFeN3O8 (ωB97M-V with the def2-TZVPD basis set, the OMol25 dataset).

Properties
* LUMO (alpha / beta): -1.4 / -1.4 eV
* energy above the lowest of the compared OMol25 structures with the same formula, charge and spin: 258.7 kJ/mol
* 2S+1: 5
* gap between HOMO and LUMO (alpha / beta): 5.519 / 5.398 eV

Last column: Mulliken spin population.
Geometry (Å):
Fe  -1.108  1.611  -0.254  3.6990
F  1.933  -3.447  0.832  0.0000
C  1.561  -2.999  -0.393  -0.0005
C  0.479  -2.182  -0.511  0.0014
C  0.091  -1.727  -1.770  0.0048
C  -0.968  -0.720  -1.810  -0.0388
O  -1.613  -0.452  -0.782  0.0132
C  -1.095  -0.032  -3.056  0.0333
C  -0.489  -0.548  -4.145  -0.0006
N  0.408  -1.579  -4.147  0.0055
C  0.792  -2.066  -5.457  -0.0006
C  2.179  -2.395  -5.916  0.0004
C  1.138  -3.487  -5.761  0.0004
C  0.794  -2.112  -2.923  0.0048
C  1.924  -2.923  -2.758  -0.0024
C  2.324  -3.344  -1.504  0.0024
N  3.567  -4.037  -1.405  0.0003
C  4.327  -3.968  -0.166  0.0001
C  5.780  -4.379  -0.498  0.0000
N  5.907  -4.336  -1.991  0.0000
C  5.114  -5.449  -2.609  0.0000
C  3.688  -5.347  -2.017  0.0001
C  -1.833  1.294  -3.190  0.0153
O  -2.407  1.541  -4.243  0.0063
O  -1.643  2.064  -2.194  0.0569
H  -0.056  -1.821  0.354  0.0013
H  -0.675  -0.075  -5.102  0.0004
H  0.185  -1.569  -6.199  0.0001
H  3.001  -2.331  -5.221  0.0000
H  2.434  -2.079  -6.918  0.0000
H  1.229  -4.171  -4.930  0.0000
H  0.711  -3.924  -6.653  0.0000
H  2.577  -3.147  -3.584  -0.0004
H  3.941  -4.632  0.612  0.0000
H  4.297  -2.948  0.211  -0.0001
H  6.007  -5.399  -0.191  0.0000
H  6.518  -3.706  -0.070  0.0000
H  6.872  -4.315  -2.312  0.0000
H  5.420  -3.476  -2.276  0.0000
H  5.607  -6.387  -2.363  0.0000
H  5.137  -5.298  -3.686  0.0000
H  3.524  -6.148  -1.283  -0.0001
H  2.951  -5.463  -2.806  0.0000
O  2.616  0.446  -0.639  0.0094
C  1.611  1.062  -0.314  0.0106
O  0.574  0.534  0.254  0.0271
C  1.445  2.616  -0.566  0.0014
O  2.374  3.273  -0.985  0.0046
O  0.261  3.057  -0.266  0.0780
C  -1.064  6.493  3.145  0.0000
As  -0.686  4.760  2.274  -0.0003
C  -1.913  5.063  0.776  0.0078
C  -1.864  3.673  3.440  -0.0028
C  -3.194  4.045  3.648  0.0007
C  -4.018  3.342  4.510  0.0005
C  -3.514  2.242  5.194  -0.0003
C  -2.200  1.859  4.992  -0.0012
C  -1.361  2.557  4.119  0.0053
As  0.522  1.971  3.909  -0.0002
C  0.865  1.663  5.831  0.0001
C  0.179  0.088  3.460  -0.0044
H  -2.131  6.714  3.196  0.0000
H  -0.567  7.272  2.566  -0.0001
H  -0.648  6.494  4.152  0.0001
H  -2.864  5.486  1.103  -0.0007
H  -2.087  4.146  0.220  0.0171
H  -1.416  5.753  0.095  0.0016
H  -3.594  4.907  3.128  0.0002
H  -5.045  3.655  4.658  0.0000
H  -4.143  1.690  5.882  -0.0001
H  -1.818  1.002  5.535  -0.0001
H  0.253  0.860  6.241  0.0000
H  0.666  2.582  6.383  0.0000
H  1.916  1.405  5.956  0.0000
H  -0.591  -0.352  4.097  0.0009
H  1.117  -0.453  3.598  -0.0002
H  -0.084  0.011  2.406  0.0124
C  -4.472  2.430  -1.021  0.0049
C  -4.248  2.366  0.469  -0.0030
O  -3.014  1.704  0.835  0.0329
C  -3.228  0.657  1.796  0.0261
C  -3.924  -0.563  1.229  -0.0093
H  -5.360  3.035  -1.213  0.0003
H  -4.630  1.436  -1.443  -0.0003
H  -3.632  2.881  -1.545  0.0002
H  -5.063  1.826  0.952  0.0038
H  -4.216  3.365  0.908  0.0015
H  -3.801  1.083  2.625  0.0128
H  -2.244  0.405  2.189  -0.0434
H  -4.951  -0.345  0.929  0.0003
H  -3.965  -1.332  2.004  -0.0004
H  -3.384  -0.956  0.371  0.0040

***

# 2
# C33H44Cl3FGeN5SSi4Tl

A structure of composition C33H44Cl3FGeN5SSi4Tl at a distorted geometry (ωB97M-V with the def2-TZVPD basis set, the OMol25 dataset).

Properties
* charge: -1
* LUMO (alpha / beta): 1.6 / 1.7 eV
* energy above the lowest of the compared OMol25 structures with the same formula, charge and spin: 26.2 kJ/mol
* 2S+1: 2
* gap between HOMO and LUMO (alpha / beta): 4.169 / 7.103 eV

Last column: Mulliken spin population.
Geometry (Å):
Tl  -0.058  -0.589  -0.251  -0.0029
S  7.920  0.406  0.327  0.1509
N  6.752  0.267  1.479  0.0866
C  5.598  0.026  0.868  -0.0248
C  4.341  -0.178  1.509  0.1341
C  4.200  -0.187  2.889  -0.0545
C  2.954  -0.423  3.440  0.1508
C  1.867  -0.580  2.581  -0.0687
N  1.958  -0.562  1.269  0.0753
C  3.186  -0.400  0.693  0.1416
C  3.305  -0.471  -0.712  0.1434
N  2.192  -0.727  -1.447  0.0704
C  2.300  -0.879  -2.745  -0.0668
C  3.497  -0.744  -3.450  0.1614
C  4.641  -0.426  -2.739  -0.0573
C  4.574  -0.300  -1.358  0.1215
C  5.716  -0.033  -0.553  -0.0234
N  6.957  0.158  -0.987  0.0893
H  5.073  -0.006  3.499  -0.0059
H  2.808  -0.466  4.506  0.0108
H  0.880  -0.723  2.995  -0.0194
H  1.383  -1.114  -3.267  -0.0282
H  3.518  -0.871  -4.520  0.0136
H  5.592  -0.263  -3.226  -0.0055
N  -0.920  1.442  1.889  0.0000
C  -0.352  1.612  3.143  -0.0098
C  -0.926  1.022  4.270  -0.0010
C  -0.304  1.108  5.498  -0.0034
C  0.896  1.788  5.631  -0.0005
C  1.463  2.392  4.520  -0.0062
C  0.845  2.314  3.288  0.0182
H  -1.890  1.159  1.905  0.0001
H  -0.717  2.180  1.231  0.0023
H  -1.855  0.482  4.164  0.0003
H  -0.752  0.631  6.357  -0.0001
H  1.385  1.848  6.592  0.0003
H  2.407  2.912  4.612  0.0017
H  1.293  2.781  2.422  -0.0037
F  -2.120  -5.174  -4.334  0.0000
C  -1.610  -4.244  -3.476  -0.0004
C  -1.886  -2.910  -3.692  0.0012
C  -1.362  -1.987  -2.800  -0.0038
C  -0.570  -2.357  -1.718  -0.0020
C  -0.307  -3.712  -1.552  0.0021
C  -0.821  -4.662  -2.422  0.0009
H  -2.494  -2.603  -4.529  0.0001
H  -1.591  -0.936  -2.951  -0.0001
H  0.296  -4.044  -0.720  0.0008
H  -0.626  -5.714  -2.288  0.0001
Cl  -0.945  -2.603  3.795  -0.0001
Si  -1.517  -2.056  1.845  -0.0006
Cl  -2.336  -3.876  1.191  -0.0002
Cl  -3.322  -1.049  2.332  -0.0001
C  -4.291  1.593  -0.043  0.0000
Si  -3.555  1.520  -1.804  0.0008
C  -4.239  -0.078  -2.601  -0.0001
C  -4.323  2.968  -2.804  0.0020
Ge  -1.119  1.700  -1.748  0.0073
Si  -0.684  3.984  -0.965  0.0008
C  -1.005  5.328  -2.296  0.0017
C  -1.756  4.593  0.515  0.0001
C  1.156  4.171  -0.468  -0.0008
Si  -0.212  1.842  -4.028  -0.0055
C  -0.263  0.305  -5.178  0.0001
C  1.596  2.454  -3.845  0.0122
C  -1.127  3.111  -5.146  0.0013
H  -5.376  1.611  -0.080  0.0000
H  -3.970  2.471  0.509  0.0000
H  -3.998  0.720  0.532  -0.0001
H  -5.326  -0.078  -2.600  0.0000
H  -3.911  -0.955  -2.050  0.0000
H  -3.910  -0.196  -3.630  0.0000
H  -5.399  2.847  -2.890  0.0001
H  -3.914  3.015  -3.809  -0.0001
H  -4.135  3.925  -2.328  -0.0001
H  -2.001  5.237  -2.718  -0.0001
H  -0.290  5.260  -3.108  0.0001
H  -0.920  6.323  -1.870  -0.0001
H  -2.785  4.261  0.416  0.0000
H  -1.771  5.679  0.543  0.0000
H  -1.388  4.252  1.478  0.0000
H  1.770  4.334  -1.347  -0.0004
H  1.528  3.274  0.018  -0.0002
H  1.314  5.008  0.205  0.0000
H  -0.119  -0.632  -4.655  -0.0003
H  0.507  0.371  -5.944  0.0000
H  -1.225  0.250  -5.680  0.0000
H  2.068  2.011  -2.973  -0.0041
H  1.628  3.533  -3.722  0.0012
H  2.207  2.201  -4.707  -0.0038
H  -2.128  2.768  -5.384  0.0002
H  -0.594  3.236  -6.084  0.0000
H  -1.217  4.084  -4.684  -0.0004

***

# 3
# C33H44ClF4N5O8

A cluster of 3 separate species, C33H44ClF4N5O8 in total at a distorted geometry (ωB97M-V with the def2-TZVPD basis set, the OMol25 dataset).

Properties
* LUMO: -1.9 eV
* SMILES string: C=CC(=O)OCCCCCCc1nc2c([C@@H](C)F)c(CC(=O)F)c(N(C(=O)F)C(=O)F)c(Cl)c2nc1OCCCC.CN(C)C=O.CN(C)C=O
* gap between HOMO and LUMO: 5.234 eV

Last column: Mulliken charge in e.
Geometry (Å):
C  3.043  -0.342  2.264  -0.2206
C  2.737  -1.164  3.503  -0.5579
C  2.211  -2.743  3.366  0.5627
O  1.243  -3.118  4.247  -0.5910
O  2.769  -3.689  2.387  -0.3811
C  1.683  -4.387  1.635  -0.4656
C  0.865  -3.179  0.823  0.0949
C  0.187  -3.680  -0.583  -0.5954
C  1.162  -3.451  -1.915  -0.1792
C  0.302  -2.919  -3.241  -0.8521
C  0.558  -1.273  -3.392  -0.1745
C  -0.390  -0.596  -2.192  0.1464
N  -1.867  -0.547  -2.467  -0.2535
C  -2.527  0.092  -1.278  0.6356
C  -4.183  0.298  -1.382  0.1128
C  -4.969  -0.197  -2.761  0.1045
C  -5.876  -1.532  -2.351  -0.9405
F  -5.807  0.896  -3.369  -0.3335
C  -5.118  0.933  -0.195  -0.0124
C  -6.765  1.124  -0.297  -0.6860
C  -7.244  2.704  -0.234  0.5618
O  -6.331  3.633  -0.537  -0.4350
F  -8.616  3.155  0.190  -0.2771
C  -4.395  1.426  1.228  -0.5394
N  -5.305  1.968  2.307  0.4495
C  -4.887  3.335  2.803  0.5783
O  -4.467  3.566  4.077  -0.4403
F  -4.850  4.531  1.900  -0.2079
C  -5.551  0.982  3.426  0.6196
O  -6.531  1.235  4.328  -0.4782
F  -4.833  -0.319  3.613  -0.2020
C  -2.769  1.240  1.316  0.1552
Cl  -1.833  1.736  2.874  -0.1352
C  -1.823  0.602  0.097  0.0918
N  -0.338  0.516  0.306  -0.2090
C  0.394  -0.071  -0.867  -0.2331
O  1.884  -0.164  -0.781  -0.0044
C  2.516  0.957  -1.517  0.0056
C  4.159  0.944  -1.318  -0.6127
C  4.824  2.446  -1.277  -0.4630
C  4.159  3.452  -0.151  -0.7699
H  4.138  -0.329  1.801  0.1335
H  2.128  0.228  1.801  0.1544
H  2.852  -0.722  4.602  0.7018
H  2.209  -5.040  0.817  0.3402
H  0.947  -4.981  2.323  0.2756
H  0.035  -2.773  1.572  0.3332
H  1.654  -2.324  0.665  -0.2960
H  -0.120  -4.815  -0.436  0.3966
H  -0.765  -2.990  -0.785  0.1132
H  1.996  -2.701  -1.578  0.0269
H  1.687  -4.492  -2.101  0.4371
H  0.596  -3.497  -4.216  0.3756
H  -0.848  -3.151  -3.041  0.2662
H  0.226  -0.921  -4.468  0.0580
H  1.705  -1.121  -3.203  0.2048
H  -4.246  -0.551  -3.612  0.2288
H  -5.931  -1.598  -1.175  0.2664
H  -6.956  -1.326  -2.757  0.2744
H  -5.408  -2.532  -2.776  0.3262
H  -7.236  0.644  -1.256  0.2578
H  -7.196  0.620  0.695  0.3448
H  2.014  1.979  -1.181  0.2705
H  2.341  0.900  -2.692  0.0235
H  4.667  0.371  -2.235  0.3014
H  4.448  0.366  -0.338  0.1042
H  4.873  2.953  -2.351  0.2709
H  5.960  2.294  -0.950  0.2998
H  3.433  2.790  0.502  0.1777
H  3.569  4.304  -0.738  0.2104
H  4.981  3.991  0.487  0.3032
C  -0.126  1.127  -6.059  0.2170
O  0.671  0.899  -5.158  -0.6817
N  0.141  1.853  -7.199  0.1674
C  -0.860  2.078  -8.221  -0.9134
C  1.466  2.410  -7.384  -0.9506
H  -1.162  0.750  -6.020  0.2325
H  -0.502  1.657  -9.165  0.3415
H  -1.016  3.154  -8.332  0.3389
H  -1.809  1.604  -7.953  0.2963
H  2.197  1.596  -7.381  0.2856
H  1.687  3.086  -6.553  0.2901
H  1.526  2.956  -8.329  0.3821
C  3.088  -0.461  7.531  0.1244
O  3.005  -0.474  6.309  -0.6256
N  4.255  -0.582  8.255  0.1174
C  4.268  -0.557  9.702  -0.8984
C  5.509  -0.738  7.547  -0.9401
H  2.195  -0.348  8.167  0.2643
H  4.891  0.278  10.036  0.3337
H  4.687  -1.499  10.068  0.3325
H  3.258  -0.434  10.103  0.2871
H  5.660  0.128  6.896  0.2905
H  5.458  -1.639  6.928  0.2851
H  6.341  -0.821  8.250  0.3740